[1]
# C38H52Ge2N4Tl

A structure of composition C38H52Ge2N4Tl (ωB97M-V/def2-TZVPD, the OMol25 dataset).

The spin multiplicity is 1. The calculation puts the HOMO energy at -3.7 eV. The electronic energy is -6024.45389 a.u. As for the net charge: -1.

Last column: Mulliken charge in e.
Geometry (Å):
Tl 0.39862 -0.36127 1.61182  1.21
C 2.26617 2.52371 -1.11243  -1.73
C 2.84108 1.10812 -1.11581  0.46
C 3.44429 0.67123 0.23054  -1.94
N 2.81559 -0.48661 0.82688  -0.05
C 3.22310 -1.68347 0.52731  1.22
C 4.07791 -1.94376 -0.59290  -0.46
C 4.69837 -3.09414 -1.05080  -0.84
C 4.71588 -4.38084 -0.53265  -0.71
C 4.04920 -4.78851 0.62266  -0.69
C 3.21480 -4.10352 1.47812  -0.87
C 2.73078 -2.75177 1.48989  0.94
N 1.90183 -2.29614 2.36779  0.11
C 1.50706 -2.98333 3.56959  -0.69
C 1.74763 -2.06032 4.77406  -0.50
C 0.68782 -0.97294 4.97861  -1.43
N 0.74100 0.12878 4.03084  -0.36
C 1.28906 1.24752 4.37425  0.75
C 2.10585 1.39584 5.55660  -0.82
C 2.33596 2.48752 6.35914  -0.35
C 1.82542 3.78393 6.26318  -0.49
C 1.14277 4.27985 5.16019  -0.59
C 0.92997 3.71719 3.90903  -0.47
C 1.15753 2.39549 3.40429  0.47
N 1.15361 2.08224 2.14054  0.19
C 1.13325 3.16291 1.16448  -1.78
C 0.97636 2.67518 -0.28559  1.33
H 2.05559 2.81450 -2.14672  0.48
H 3.02843 3.22232 -0.74418  0.40
H 3.58737 1.02485 -1.91174  0.57
H 2.04480 0.40532 -1.35373  -0.13
H 3.31710 1.48495 0.95035  0.61
H 4.52108 0.50468 0.11763  0.48
H 4.24999 -1.07567 -1.21683  0.11
H 5.26910 -2.95813 -1.96595  0.29
H 5.29777 -5.12544 -1.06259  0.29
H 4.19850 -5.83088 0.88901  0.28
H 2.83132 -4.71154 2.28422  0.16
H 2.03335 -3.92319 3.75172  0.42
H 0.43641 -3.22314 3.51745  0.12
H 2.72463 -1.58728 4.64148  0.28
H 1.78719 -2.67137 5.68149  0.35
H 0.74788 -0.60232 6.00524  0.63
H -0.29704 -1.44140 4.86730  0.38
H 2.58545 0.47699 5.87265  0.32
H 2.97408 2.29767 7.21850  0.33
H 2.00001 4.45880 7.09198  0.29
H 0.77922 5.29889 5.25745  0.29
H 0.47107 4.38826 3.19542  0.18
H 2.05911 3.74977 1.25550  0.62
H 0.32006 3.87185 1.36211  0.47
H 0.31116 3.37055 -0.80471  0.23
H 0.45595 1.71312 -0.26979  -0.93
C -5.34253 0.15520 0.41428  -1.25
C -3.94710 -0.48420 0.40588  -0.45
Ge -2.66745 0.69397 -0.53042  -0.15
C -2.45805 2.25085 0.64792  0.72
C -2.89411 3.55854 -0.01987  -1.51
C -3.52657 1.07739 -2.27822  -0.18
C -2.94844 0.25852 -3.17042  -0.81
Ge -1.47087 -0.67521 -2.19433  -0.07
C 0.09262 -0.58692 -3.39637  -0.61
C 0.84559 -1.91474 -3.51982  -1.52
C -1.79836 -2.55373 -1.65950  -0.59
C -2.94349 -3.26215 -2.39544  -1.54
C -3.23034 0.21484 -4.62715  0.15
C -3.37033 1.39624 -5.36050  -0.52
C -3.58394 1.36512 -6.73320  -0.67
C -3.66408 0.15184 -7.40312  -0.35
C -3.52979 -1.03104 -6.68788  -0.72
C -3.30663 -0.99808 -5.31820  0.26
H -6.05064 -0.42774 1.01093  0.39
H -5.74386 0.22868 -0.60095  0.30
H -5.32084 1.16844 0.83115  0.31
H -3.97826 -1.45898 -0.08806  0.30
H -3.58534 -0.64809 1.42556  0.34
H -1.42502 2.30946 0.99405  -0.62
H -3.07087 2.02991 1.52590  0.55
H -2.27440 3.78319 -0.89223  0.30
H -2.81119 4.40040 0.67307  0.40
H -3.93043 3.50970 -0.36274  0.42
H -4.34690 1.74924 -2.55339  0.49
H 0.76551 0.20263 -3.08042  0.41
H -0.33403 -0.27958 -4.35544  0.61
H 1.34287 -2.18343 -2.58357  0.28
H 1.61582 -1.85290 -4.29410  0.42
H 0.17518 -2.73519 -3.78948  0.37
H -2.01296 -2.49505 -0.58975  0.43
H -0.86876 -3.11827 -1.75543  0.70
H -3.84952 -2.64756 -2.42057  0.36
H -3.20038 -4.20904 -1.91061  0.41
H -2.67150 -3.49044 -3.43007  0.37
H -3.29451 2.34425 -4.84025  0.44
H -3.68226 2.29439 -7.28223  0.37
H -3.81691 0.12900 -8.47561  0.37
H -3.59163 -1.98386 -7.20090  0.38
H -3.19577 -1.92056 -4.76143  0.31



[2]
# C38H53BF2N4O3SSbSi3Sn

A structure of composition C38H53BF2N4O3SSbSi3Sn (ωB97M-V/def2-TZVPD, the OMol25 dataset).

The spin multiplicity is 1. For the relative energy (zero: lowest compared OMol25 entry of this formula, charge and spin), the calculation gives 0.0 kcal/mol. The calculation puts the HOMO energy at -10.1 eV. The electronic energy is -3870.42657 a.u. As for the net charge: +1.

Last column: Mulliken charge in e.
Geometry (Å):
Sn -0.45141 -1.16886 0.43205  0.17
C 6.69467 -2.33596 3.56891  -0.97
O 5.64274 -2.43385 2.61112  -0.46
C 4.43649 -1.95615 2.94936  0.47
C 4.15450 -1.37031 4.19418  -1.34
C 2.86871 -0.95493 4.43024  -1.56
C 1.83391 -1.05452 3.48126  0.87
C 0.48631 -0.68719 3.88062  0.65
C 0.21565 -0.23870 5.29718  -2.25
O -0.48572 -0.74121 3.11033  -0.05
C 2.16074 -1.58810 2.19762  -0.31
O 1.31393 -1.68679 1.19175  0.10
C 3.45241 -2.06636 1.98322  0.13
H 7.57211 -2.75689 3.09009  0.27
H 6.45929 -2.90964 4.46738  0.38
H 6.88912 -1.29482 3.83244  0.38
H 4.90949 -1.26846 4.95998  0.46
H 2.64559 -0.53713 5.40376  0.42
H 0.78884 0.65555 5.54883  0.46
H 0.49140 -1.01711 6.01014  0.44
H -0.84260 -0.01257 5.39279  0.36
H 3.70138 -2.52357 1.03413  0.59
C 2.86274 -1.13880 -1.55088  -0.48
Sb 1.33643 0.08683 -2.43145  0.17
C -0.29398 -1.13153 -1.67847  1.23
C -1.59679 -0.61401 -2.27571  -1.20
C -2.73236 -0.29210 -1.52194  0.42
C -3.90262 0.08631 -2.16050  -0.17
C -3.92653 0.14893 -3.54356  -0.84
C -2.76052 -0.17197 -4.21942  -0.71
N -1.63336 -0.53995 -3.61343  -0.03
Si -0.12102 -2.93926 -2.32690  0.85
C -1.84222 -3.65572 -2.43407  -0.99
C 0.65735 -2.99154 -4.02162  -1.15
C 0.89315 -3.98214 -1.13844  -0.66
C 1.30801 1.91099 -1.12384  1.84
C 0.41958 2.04664 0.08637  -1.64
C 0.36761 3.31395 0.70193  -0.72
C -0.51859 3.62407 1.70317  -1.52
C -1.41553 2.64994 2.12275  -1.47
C -1.28255 1.40641 1.57281  -0.14
N -0.37014 1.07317 0.62092  0.98
Si 3.11980 2.36890 -0.66275  0.90
C 4.34965 1.77849 -1.95828  -1.42
C 3.48092 1.63467 1.00719  -0.74
C 3.46303 4.21022 -0.52449  -1.34
Si 0.70155 3.19326 -2.46404  0.54
C -0.94164 2.63617 -3.15722  -0.93
C 0.37415 4.95076 -1.88922  -1.23
C 1.96646 3.31405 -3.83514  -0.94
H 2.94387 -2.00778 -2.20595  0.43
H 2.58579 -1.46467 -0.55447  -0.49
H 3.82640 -0.63662 -1.53205  0.33
H -2.73521 -0.34206 -0.43602  -0.57
H -4.78608 0.32544 -1.57831  0.23
H -4.81740 0.43558 -4.08572  0.47
H -2.72611 -0.13541 -5.30473  0.48
H -2.40702 -3.21889 -3.26174  0.30
H -2.41284 -3.49370 -1.51263  0.07
H -1.78383 -4.73661 -2.59733  0.51
H 0.01451 -2.49140 -4.74866  0.28
H 0.79560 -4.03284 -4.33286  0.41
H 1.64008 -2.51230 -4.06048  0.28
H 0.94949 -3.61152 -0.10989  0.01
H 1.92671 -4.07666 -1.48558  0.35
H 0.46414 -4.98791 -1.09556  0.51
H 1.04252 4.07181 0.34398  0.53
H -0.52605 4.61845 2.13348  0.49
H -2.17055 2.83237 2.87504  0.61
H -1.94193 0.62043 1.89799  0.50
H 3.90655 1.41633 -2.88977  0.38
H 4.99091 0.98705 -1.56200  0.50
H 4.99699 2.62115 -2.22056  0.52
H 3.09739 0.61643 1.08032  -0.23
H 3.02018 2.23033 1.80259  0.28
H 4.55828 1.59852 1.19614  0.57
H 3.31334 4.75263 -1.46205  0.35
H 4.52876 4.28636 -0.27850  0.46
H 2.92128 4.72930 0.26949  0.38
H -1.59547 2.20620 -2.38806  0.05
H -0.82464 1.89271 -3.94729  0.26
H -1.45857 3.50334 -3.58160  0.58
H -0.52813 5.01817 -1.27598  0.35
H 0.17721 5.51075 -2.81125  0.50
H 1.19148 5.45762 -1.37029  0.32
H 2.02194 2.40155 -4.43245  0.23
H 2.97380 3.54894 -3.47937  0.29
H 1.66094 4.12890 -4.50117  0.48
F -2.32623 -3.61632 0.73105  -0.32
B -1.62349 -2.84074 1.60582  1.05
F -0.65469 -3.46680 2.32425  -0.20
N -2.67218 -2.24748 2.70138  0.21
C -3.94913 -1.82482 2.16842  0.00
N -4.12405 -0.62452 1.77336  -0.16
C -5.40182 -0.49678 1.22530  -0.42
C -5.92963 0.67628 0.68616  -0.51
C -7.21416 0.64547 0.18377  -0.43
C -7.97401 -0.53297 0.21424  -0.60
C -7.46415 -1.70035 0.74524  -0.50
C -6.16586 -1.66592 1.24970  0.80
S -5.24245 -2.94774 1.97397  -0.22
H -2.17516 -1.46211 3.15162  0.27
H -2.80402 -2.97660 3.40227  0.47
H -5.33185 1.58111 0.67102  0.45
H -7.64671 1.54439 -0.23734  0.43
H -8.98069 -0.52740 -0.18457  0.41
H -8.05418 -2.60787 0.76653  0.41



Table of gap between HOMO and LUMO (eV), in record order: 6.129, 7.851